# 1
155
Properties=species:S:1:pos:R:3:forces:R:3:mulliken_charge:R:1 method="wB97M-V/def2-TZVPD" orbital_gap_ev=10.33 total_energy_ev=-209686.5347 homo_energy_ev=-10.11
C 0.672605 -2.035249 -3.915596 -0.2 1.2 0.3 -0.178
O 0.927005 -2.517099 -5.233446 1.3 -0.7 -1.4 -0.150
P 2.257535 -3.390359 -5.510546 0.7 1.8 -0.3 0.753
O 3.514815 -2.799629 -4.937906 -1.8 -1.0 -1.0 -0.441
O 1.825925 -4.765419 -4.910846 -0.2 -0.6 -0.7 -0.384
C 1.907945 -4.969189 -3.529786 0.7 -1.7 1.1 -0.468
O 2.248855 -3.702859 -7.119306 -1.9 1.3 3.5 -0.341
C 3.315545 -4.358629 -7.686336 1.6 -0.8 -1.5 -0.743
H 0.620515 -0.950029 -4.003176 -0.3 -0.1 0.2 0.082
H 1.448345 -2.209199 -3.169896 0.1 -0.4 -0.3 0.162
H -0.283765 -2.425699 -3.567736 0.1 0.0 0.0 0.194
H 2.519095 -5.866579 -3.433526 0.5 0.1 0.3 0.361
H 0.974825 -5.317719 -3.087156 -0.5 0.7 -0.3 0.268
H 2.362825 -4.161009 -2.957036 -0.2 -0.1 -0.4 0.010
H 4.210515 -4.503379 -7.081206 0.0 0.7 0.4 0.330
H 3.533025 -3.759349 -8.570466 0.5 -0.3 -0.1 0.258
H 3.090005 -5.380369 -7.991726 -0.6 0.0 -0.1 0.289
C 1.883115 -1.356899 5.520174 -0.9 -0.7 0.1 -0.490
O 3.311745 -1.415669 5.620624 0.4 0.0 -0.8 -0.351
P 4.112655 -1.983099 4.342884 0.2 -0.6 -0.6 0.079
O 3.756425 -1.341409 3.027004 0.8 -1.6 2.6 0.128
O 5.687515 -1.913359 4.771344 -1.7 0.6 -0.7 -0.278
C 6.126935 -2.213699 6.075004 0.2 -0.5 1.9 -0.770
O 3.799515 -3.588439 4.423814 -0.2 1.1 -0.1 -0.085
C 3.756815 -4.318289 5.649694 0.1 -0.9 0.6 -0.755
H 1.464535 -1.505599 4.524794 0.5 0.7 -0.4 0.083
H 1.517265 -0.448939 5.999604 0.2 0.0 -0.2 0.284
H 1.416485 -2.218009 5.998544 0.4 -0.1 0.7 0.323
H 6.932735 -1.575739 6.438044 -0.1 0.4 -0.7 0.297
H 6.511185 -3.223209 6.221034 0.0 -0.3 -0.8 0.298
H 5.352695 -2.145049 6.839154 -0.3 0.3 -0.2 0.312
H 2.920275 -5.013139 5.723824 -0.6 0.5 -0.6 0.259
H 3.719175 -3.720409 6.560314 0.1 0.3 -0.3 0.328
H 4.569995 -5.040459 5.722504 0.6 0.5 -0.2 0.304
C 5.530215 -0.027039 -3.721906 -0.9 -0.2 -0.5 -0.081
O 6.558735 0.903241 -4.010326 0.0 2.7 0.3 -0.350
P 6.229155 2.492441 -3.801226 1.5 0.2 -0.1 0.634
O 7.435165 3.348461 -3.975926 -1.4 -1.1 0.3 -0.742
O 5.044275 2.826281 -4.859116 1.0 -1.1 0.6 -0.293
C 4.383315 4.066281 -4.796906 -1.2 0.9 0.8 -0.615
O 5.536535 2.629521 -2.342206 -0.6 -0.2 -2.0 0.362
C 6.220245 3.117031 -1.195376 0.7 -0.5 0.2 -0.549
H 5.089915 -0.296239 -4.681996 -0.1 -0.4 0.2 0.284
H 4.756515 0.453791 -3.123316 0.0 -0.3 0.2 -0.164
H 5.956865 -0.883939 -3.200576 -0.1 0.1 -0.2 0.224
H 3.371465 3.903291 -4.425826 0.0 -0.2 0.4 0.185
H 4.186255 4.568251 -5.744166 0.8 -0.5 -0.4 0.290
H 4.869735 4.773141 -4.124706 0.2 0.0 -0.1 0.307
H 7.184415 3.528231 -1.494366 -0.1 0.3 0.1 0.397
H 6.409915 2.231581 -0.588666 0.0 0.3 0.4 0.063
H 5.588965 3.833391 -0.669626 0.1 0.0 -0.1 0.151
C -5.850645 -0.301209 -1.762486 0.6 0.1 0.1 -0.579
O -4.611195 0.126601 -2.386366 0.3 -0.3 -1.0 -0.209
P -3.764775 -0.745049 -3.461796 -0.2 -1.2 -0.2 0.766
O -4.563405 -1.552769 -4.472866 1.8 1.9 2.3 -0.795
O -2.793195 -1.622929 -2.470346 0.2 0.5 -0.9 -0.033
C -3.219965 -2.754379 -1.710386 -1.7 0.5 -0.1 -0.621
O -2.699615 0.371731 -3.987836 -1.4 -0.6 0.7 -0.085
C -1.998295 0.175751 -5.217316 0.5 -1.2 -0.7 -0.971
H -6.341985 -1.117889 -2.291376 0.0 0.2 -0.2 0.485
H -6.466945 0.593081 -1.670176 -0.1 -0.2 -0.3 0.253
H -5.638645 -0.636329 -0.747186 0.2 -0.1 -0.1 -0.012
H -2.538555 -3.605129 -1.711816 0.2 0.3 -0.4 0.235
H -4.213175 -3.019189 -2.073026 0.1 -0.7 -0.2 0.467
H -3.450255 -2.469249 -0.683856 0.5 0.3 0.2 0.111
H -2.403625 0.703191 -6.080806 -0.6 0.1 0.4 0.288
H -1.977555 -0.894509 -5.422756 -0.2 0.0 -0.4 0.398
H -0.942495 0.445471 -5.191936 -0.1 0.4 0.9 0.276
C 0.947285 0.333601 1.845854 -0.6 0.8 0.0 -0.191
O 0.550975 0.004041 0.498094 -0.2 0.9 -1.1 1.021
P 0.017945 1.080141 -0.623306 0.6 -0.3 0.9 -1.442
O -0.008515 0.514311 -1.998206 0.2 0.7 1.8 -0.188
O 1.000335 2.374541 -0.358596 -1.8 -0.7 -0.2 0.219
C 2.413215 2.260121 -0.658886 -0.4 -0.6 -0.4 -1.079
O -1.414245 1.583701 -0.043386 2.2 0.3 -0.3 0.416
C -2.494315 0.709871 0.301584 -0.1 0.1 0.0 0.184
H 0.552485 -0.487999 2.443514 0.6 0.0 0.2 0.056
H 0.514665 1.250881 2.245294 -0.8 0.1 -0.4 -0.189
H 2.001335 0.593831 1.942634 0.3 -1.0 -0.3 0.128
H 2.497795 1.466461 -1.401216 0.5 -0.1 0.1 0.311
H 2.945875 2.049421 0.268464 0.1 0.0 -0.2 0.381
H 2.794535 3.177781 -1.106756 -0.3 0.1 0.2 0.191
H -2.254595 -0.339739 0.131394 -0.1 0.0 -0.3 0.183
H -3.336725 1.077131 -0.284566 -0.1 -0.5 0.0 0.069
H -2.737475 0.836971 1.356484 0.2 0.1 0.0 -0.630
Cl 1.832015 -4.412239 2.038274 0.2 0.7 -0.4 -0.106
C 1.545605 -3.088049 0.848014 0.3 -1.1 -0.1 0.990
Cl -0.140525 -3.213369 0.387514 -0.3 0.4 -0.2 0.016
Cl 2.540795 -3.335449 -0.632556 -0.1 0.3 1.0 -0.185
H 1.792925 -2.128219 1.301504 0.0 -0.2 -0.1 -0.848
Cl 4.613075 -0.227639 0.206814 -0.1 0.4 0.0 0.151
C 6.153295 -1.019739 0.382484 0.9 0.0 0.0 -0.272
Cl 6.922315 -0.733459 1.991294 -0.6 -0.3 -0.8 -0.129
Cl 7.338915 -0.483569 -0.871016 -0.5 -0.2 0.4 -0.134
H 5.942905 -2.073279 0.198374 0.4 0.1 0.4 0.369
C -3.639325 5.610891 -3.394016 0.5 -0.9 1.0 -1.396
C -3.522295 4.039241 -3.233576 -0.6 1.5 0.1 -0.600
C -2.813535 3.463251 -1.999936 0.1 0.6 0.1 1.771
C -3.562545 3.694411 -0.745276 0.6 0.2 -0.6 0.137
N -4.120655 3.899361 0.236144 -0.2 -0.1 0.2 -0.667
H -4.304005 5.862041 -4.220606 0.1 -0.1 0.0 0.382
H -2.679785 6.112841 -3.518176 0.1 -0.2 -0.3 0.344
H -4.054175 6.051841 -2.487606 -0.2 -0.1 0.1 0.335
H -3.031025 3.678061 -4.137076 -0.4 -0.4 0.1 0.351
H -4.567045 3.750551 -3.118476 0.0 -0.6 -0.7 0.322
H -1.824245 3.910121 -1.901386 0.1 0.0 0.2 -0.018
H -2.644245 2.389301 -2.077826 -0.2 0.0 -0.3 -0.777
C -3.305405 2.040601 3.953924 0.6 0.5 0.5 -1.226
C -1.802595 1.716181 4.091324 0.3 -0.7 -0.4 1.006
C -1.321395 1.136001 5.468734 -0.5 -0.7 -1.3 -0.096
C -1.806765 1.886711 6.587914 -0.3 1.3 1.7 0.088
N -2.145105 2.509611 7.502574 0.2 -0.6 -0.9 -0.508
H -3.542985 2.956661 4.494734 -0.1 0.0 0.1 0.507
H -3.947625 1.249831 4.341674 0.1 -0.2 0.0 0.345
H -3.578775 2.215141 2.913294 0.1 0.0 0.0 0.186
H -1.150635 2.529381 3.772314 -0.3 0.6 0.4 0.037
H -1.581345 1.003801 3.296554 0.1 -0.6 0.3 -0.588
H -0.247935 0.977331 5.571724 0.2 0.6 -0.3 0.099
H -1.677435 0.113731 5.596364 -0.4 -0.1 -0.2 0.256
C -6.362005 1.165291 1.727304 -0.1 0.5 -0.9 -0.591
C -7.745555 0.627931 1.359044 0.7 0.1 0.4 -0.442
C -7.922425 -0.797879 1.802934 -1.0 -1.1 0.3 -0.618
C -7.025575 -1.836319 1.270864 0.3 0.6 -0.1 0.389
N -6.313255 -2.627079 0.836014 -0.1 0.0 0.1 -0.512
H -5.584925 0.536141 1.293224 0.1 -0.1 0.0 -0.172
H -6.155885 1.264611 2.793014 -0.3 -0.2 0.1 0.449
H -6.248245 2.152821 1.280164 0.2 0.1 0.1 0.306
H -7.985695 0.655711 0.296184 0.4 0.3 -0.1 0.233
H -8.523025 1.218531 1.843644 0.0 0.0 0.1 0.409
H -8.918615 -1.093189 1.473524 -0.2 -0.3 0.2 0.377
H -7.928335 -0.887099 2.889264 0.1 0.0 0.1 0.319
C -0.160025 4.643691 1.717894 -0.8 -0.4 -0.6 -0.890
C 0.234355 5.487271 0.472454 -0.4 -0.5 2.1 0.066
C 1.409255 6.355161 0.878824 0.7 0.9 -1.2 -0.891
C 2.698355 5.696071 0.905844 -0.6 0.0 0.1 0.359
N 3.738595 5.232061 0.934154 1.0 -0.6 0.0 -0.468
H -0.433285 5.220071 2.601754 0.3 0.5 -0.1 0.617
H 0.602305 3.923391 2.014734 0.2 0.1 -0.2 0.201
H -1.060455 4.063571 1.515924 0.0 -0.2 -0.2 0.026
H -0.585725 6.151501 0.199754 -0.1 -0.1 0.0 0.422
H 0.465075 4.846101 -0.378296 0.1 0.1 0.1 0.027
H 1.355375 6.911551 1.814574 -0.6 -0.2 0.1 0.377
H 1.521835 7.097711 0.088854 0.1 0.4 0.0 0.369
C -1.903865 -5.960249 2.759364 -0.5 1.1 0.1 -0.932
C -3.222825 -5.142049 2.796374 0.6 -0.6 0.8 -0.930
C -3.190145 -3.704339 2.249544 0.3 0.4 0.5 0.792
C -2.304015 -2.708569 2.902204 -1.0 -2.0 -0.4 -0.085
N -1.635405 -1.957949 3.431334 1.0 1.3 0.7 -0.260
H -2.022705 -6.956269 3.185894 -0.2 -0.1 -0.5 0.389
H -1.207695 -5.475269 3.443644 0.3 0.2 -0.2 0.236
H -1.484925 -5.938339 1.753324 0.1 -0.4 0.1 0.193
H -3.510375 -5.133939 3.847734 -0.1 0.4 0.1 0.338
H -4.047395 -5.679249 2.327764 0.1 0.1 -0.4 0.404
H -4.188145 -3.295779 2.408214 -0.1 0.0 -0.6 0.187
H -2.877695 -3.654289 1.206494 -0.5 -0.2 -0.2 -0.322

=====

# 2
77
Properties=species:S:1:pos:R:3:forces:R:3:mulliken_charge:R:1 method="wB97M-V/def2-TZVPD" orbital_gap_ev=7.76 total_energy_ev=-132570.1640 charge=+2 homo_energy_ev=-13.70
Zn -0.175526 -0.931001 -0.036270 0.0 0.2 0.4 0.920
O 0.754308 3.699010 -0.591791 -0.1 0.0 0.2 -0.779
S 0.199089 2.510175 0.090404 0.1 0.0 -0.2 1.149
C -1.376700 2.933911 0.816622 0.0 0.0 0.0 0.295
C -1.622006 4.205778 1.304067 0.0 0.0 -0.1 -0.645
C -2.868819 4.489591 1.846374 0.0 0.0 0.0 -0.897
C -3.858503 3.517651 1.868747 0.0 0.0 0.0 -0.806
C -3.632287 2.263014 1.314125 0.0 0.0 0.0 -0.519
C -2.386420 1.965521 0.772162 0.2 0.0 0.0 -0.058
P -2.120940 0.444994 -0.186508 -0.1 -0.3 -0.2 0.427
C -3.595236 -0.571695 0.026055 0.0 0.0 0.1 0.504
C -3.828508 -1.125780 1.287832 0.0 0.0 -0.1 0.006
C -4.941993 -1.922261 1.496677 0.0 0.0 0.0 -0.905
C -5.815108 -2.180642 0.444875 0.0 0.0 0.0 -0.543
C -5.573545 -1.647027 -0.812280 0.0 0.0 0.0 -0.782
C -4.463401 -0.838709 -1.027913 0.0 0.0 0.0 -0.493
C -2.037312 0.964849 -1.912934 0.0 0.0 0.0 0.565
C -1.384046 0.131862 -2.822497 0.0 0.1 0.0 -0.519
C -1.294668 0.479524 -4.159878 0.0 0.0 0.0 -0.831
C -1.861317 1.672132 -4.594105 0.0 0.0 0.0 -0.634
C -2.507039 2.509163 -3.694709 0.0 0.0 0.0 -0.699
C -2.597624 2.160509 -2.353735 0.0 0.0 0.0 -0.152
C 1.215579 2.229586 1.553144 0.1 -0.1 -0.1 0.581
C 1.266721 3.139194 2.600371 0.0 0.0 -0.1 -0.507
C 2.308180 3.080549 3.510217 0.0 0.0 0.1 -0.960
C 3.311907 2.132424 3.365761 0.0 0.0 0.0 -0.862
C 3.238314 1.189057 2.353812 -0.1 0.0 0.0 -0.475
C 2.171603 1.206759 1.455130 -0.1 0.0 0.0 -0.064
P 2.068816 -0.093422 0.177297 0.0 -0.4 0.3 0.692
C 3.192160 0.380931 -1.148159 -0.2 -0.1 -0.1 0.740
C 4.543513 0.038004 -1.085661 0.0 0.1 -0.1 -0.283
C 5.407699 0.501616 -2.065619 0.0 0.0 0.0 -0.853
C 4.929157 1.305266 -3.094009 0.0 0.0 0.0 -0.609
C 3.586081 1.649151 -3.149673 0.0 0.0 0.0 -0.876
C 2.710932 1.185947 -2.179400 0.0 0.0 0.0 0.153
C 2.712296 -1.625032 0.937107 0.1 0.0 0.0 0.668
C 3.130549 -2.646553 0.078740 0.0 0.1 0.0 -0.532
C 3.492051 -3.883623 0.589223 0.0 0.0 0.0 -0.898
C 3.417679 -4.121014 1.956857 0.0 0.0 0.0 -0.608
C 2.976748 -3.121319 2.809705 -0.1 0.1 0.0 -0.834
C 2.618959 -1.877113 2.304876 0.0 0.0 -0.1 -0.517
H -0.854457 4.968216 1.223370 0.0 0.0 0.0 0.679
H -3.071270 5.477279 2.240646 0.0 0.0 0.0 0.438
H -4.829006 3.745442 2.290568 0.0 0.0 0.0 0.459
H -4.430582 1.533944 1.279562 0.0 0.0 0.0 0.500
H -3.144860 -0.923251 2.107402 0.0 0.0 0.0 0.578
H -5.130697 -2.340399 2.477969 0.0 0.0 -0.1 0.450
H -6.689921 -2.797271 0.609324 0.0 0.0 0.0 0.436
H -6.254399 -1.851267 -1.629470 0.0 0.0 0.0 0.452
H -4.283398 -0.412992 -2.007628 0.0 0.0 0.0 0.460
H -0.955808 -0.812684 -2.488886 0.0 -0.1 0.0 0.369
H -0.784632 -0.168961 -4.860811 0.0 0.0 0.0 0.465
H -1.796471 1.948771 -5.638629 0.0 0.0 0.0 0.422
H -2.939450 3.441083 -4.036150 0.0 0.0 0.0 0.455
H -3.094649 2.822775 -1.654838 0.0 0.0 0.0 0.467
H 0.511100 3.907083 2.700719 0.1 0.0 -0.1 0.420
H 2.353181 3.798016 4.319541 0.0 0.0 0.0 0.433
H 4.151883 2.124098 4.047943 0.0 0.0 0.0 0.450
H 4.007704 0.434028 2.266096 0.0 0.0 0.0 0.564
H 4.919636 -0.583102 -0.282870 0.0 0.0 0.0 0.418
H 6.456563 0.237260 -2.022691 0.0 0.0 0.0 0.433
H 5.611113 1.669039 -3.852529 0.0 0.0 0.0 0.415
H 3.220566 2.283958 -3.946736 0.0 0.0 0.0 0.479
H 1.663901 1.467733 -2.218374 0.0 0.0 0.0 0.251
H 3.198044 -2.462324 -0.989128 0.0 0.0 0.0 0.574
H 3.847917 -4.659650 -0.077233 0.0 0.0 0.0 0.482
H 3.712405 -5.082564 2.357545 0.0 0.0 0.0 0.459
H 2.911997 -3.303215 3.874855 0.0 0.0 0.0 0.472
H 2.269189 -1.109783 2.983145 0.0 0.0 0.0 0.506
N -0.461086 -5.581389 0.971924 0.0 0.1 0.0 -0.457
C -0.305054 -4.458721 0.281737 0.2 0.0 -0.1 0.940
N 0.131351 -4.544647 -0.972509 -0.1 0.0 0.1 -0.337
S -0.706385 -2.988268 1.060186 0.0 0.3 -0.2 -0.403
H -0.302945 -6.487359 0.560735 0.0 0.0 0.0 0.196
H -0.809200 -5.544077 1.914781 0.0 0.0 0.0 0.206
H 0.303195 -5.432501 -1.417309 0.0 0.0 0.0 0.224
H 0.263191 -3.715289 -1.517291 0.0 0.0 -0.1 0.084

=====

# 3
23
Properties=species:S:1:pos:R:3:forces:R:3:mulliken_charge:R:1 method="wB97M-V/def2-TZVPD" orbital_gap_ev=7.91 total_energy_ev=-76813.5612 homo_energy_ev=-7.19
C -4.296303 0.655197 0.412522 -3.3 -0.2 2.1 -0.525
C -4.395991 -0.604586 0.029610 -1.0 -3.0 -1.5 -0.118
C -2.235226 0.164931 -0.378649 -2.0 -1.8 -0.1 -0.651
C 3.202939 -0.844136 0.230910 2.0 2.3 -0.4 -0.612
C 3.357547 0.662681 -0.178635 -3.6 -1.3 2.4 -0.937
C 2.018548 -1.456220 -0.261980 -2.3 -0.3 -0.9 -0.144
C 2.146665 1.460143 0.432363 1.7 1.8 -2.2 -0.802
C 0.872655 -0.897472 -0.570715 -1.2 2.1 -0.1 -0.531
N -3.048066 1.069430 0.258148 2.4 1.9 -0.7 0.070
N -3.174351 -0.914415 -0.491279 1.9 1.0 0.0 0.047
Se 0.393202 0.898911 -0.112342 0.1 0.0 -0.1 0.138
H -5.029532 1.073361 1.063608 -0.2 1.0 0.0 0.342
H -5.193810 -1.408283 -0.071944 0.9 1.7 0.6 0.330
H 4.036910 -1.404082 -0.128985 0.8 -0.4 -0.3 0.335
H 3.276299 -0.860026 1.274368 0.1 -0.2 1.9 0.322
H 4.196298 1.154894 0.194004 1.8 0.4 0.2 0.387
H 3.168687 0.749446 -1.183603 0.4 0.2 -2.7 0.433
H -2.821667 2.068330 0.474016 0.3 -1.7 -0.4 0.223
H 1.921149 -2.475409 -0.455225 0.9 -1.9 -0.5 0.353
H 2.257517 1.547086 1.476726 -0.1 0.0 1.4 0.473
H 2.248575 2.528939 -0.005770 -0.2 -1.5 0.9 0.286
H 0.086075 -1.310590 -1.193719 0.1 -0.5 0.5 0.379
H -2.988124 -1.858130 -0.813423 0.5 0.7 -0.1 0.202

=====

What did the third record say?
23
Properties=species:S:1:pos:R:3:forces:R:3:mulliken_charge:R:1 method="wB97M-V/def2-TZVPD" orbital_gap_ev=7.91 total_energy_ev=-76813.5612 homo_energy_ev=-7.19
C -4.296303 0.655197 0.412522 -3.3 -0.2 2.1 -0.525
C -4.395991 -0.604586 0.029610 -1.0 -3.0 -1.5 -0.118
C -2.235226 0.164931 -0.378649 -2.0 -1.8 -0.1 -0.651
C 3.202939 -0.844136 0.230910 2.0 2.3 -0.4 -0.612
C 3.357547 0.662681 -0.178635 -3.6 -1.3 2.4 -0.937
C 2.018548 -1.456220 -0.261980 -2.3 -0.3 -0.9 -0.144
C 2.146665 1.460143 0.432363 1.7 1.8 -2.2 -0.802
C 0.872655 -0.897472 -0.570715 -1.2 2.1 -0.1 -0.531
N -3.048066 1.069430 0.258148 2.4 1.9 -0.7 0.070
N -3.174351 -0.914415 -0.491279 1.9 1.0 0.0 0.047
Se 0.393202 0.898911 -0.112342 0.1 0.0 -0.1 0.138
H -5.029532 1.073361 1.063608 -0.2 1.0 0.0 0.342
H -5.193810 -1.408283 -0.071944 0.9 1.7 0.6 0.330
H 4.036910 -1.404082 -0.128985 0.8 -0.4 -0.3 0.335
H 3.276299 -0.860026 1.274368 0.1 -0.2 1.9 0.322
H 4.196298 1.154894 0.194004 1.8 0.4 0.2 0.387
H 3.168687 0.749446 -1.183603 0.4 0.2 -2.7 0.433
H -2.821667 2.068330 0.474016 0.3 -1.7 -0.4 0.223
H 1.921149 -2.475409 -0.455225 0.9 -1.9 -0.5 0.353
H 2.257517 1.547086 1.476726 -0.1 0.0 1.4 0.473
H 2.248575 2.528939 -0.005770 -0.2 -1.5 0.9 0.286
H 0.086075 -1.310590 -1.193719 0.1 -0.5 0.5 0.379
H -2.988124 -1.858130 -0.813423 0.5 0.7 -0.1 0.202